A structure of composition C6H12FO6RbTl, computed with ωB97M-V/def2-TZVPD.

Output
E_LUMO, eV: -17.4
ΔE to the lowest compared entry with this formula, charge and spin, eV: 0.991
Orbital gap, eV: 2.46
HOMO level, eV: -19.8

Structure (ORCA input):
```
! RIJCOSX wB97M-V def2-TZVPD def2/J DEFGRID3
* xyz 3 1
Rb 1.89 -2.50 3.19
Tl -0.98 -0.54 -1.53
F 0.38 -1.53 0.89
C 1.88 -0.11 -4.99
O 2.76 -0.92 -4.22
C 2.77 -0.81 -2.91
O 1.89 -0.23 -2.27
O 3.66 -1.70 -2.35
C 3.83 -1.74 -0.91
H 1.89 -0.41 -6.03
H 2.11 0.95 -5.10
H 0.85 -0.04 -4.65
H 4.44 -2.58 -0.59
H 2.83 -1.81 -0.48
H 4.22 -0.82 -0.49
C -4.89 0.83 2.40
O -3.83 0.49 1.53
C -2.55 0.76 1.84
O -1.62 0.56 1.12
O -2.42 1.36 3.13
C -1.16 1.84 3.56
H -4.87 1.92 2.30
H -4.77 0.75 3.48
H -5.85 0.40 2.10
H -0.51 0.99 3.76
H -1.30 2.49 4.43
H -0.64 2.39 2.77
*
```

=====

A structure of composition CH2Cl3P, computed with ωB97M-V/def2-TZVPD.

Output
E_LUMO (spin up / spin down), eV: -2.1 / -2.1
ΔE to the lowest compared entry with this formula, charge and spin, eV: 1.281
Orbital gap (spin up / spin down), eV: 7.08 / 7.07
HOMO level (spin up / spin down), eV: -9.1 / -9.1

Structure (ORCA input):
```
! RIJCOSX wB97M-V def2-TZVPD def2/J DEFGRID3
* xyz 0 1
C 0.61 -1.02 -0.39
P -0.23 0.24 0.40
Cl -2.00 -0.06 1.06
Cl 1.07 1.05 1.72
Cl -1.05 2.33 -1.30
H 1.55 -0.72 -0.67
H 0.04 -1.82 -0.83
*
```

=====

- ΔE to the lowest compared entry with this formula, charge and spin of number 1 (C6H12FO6RbTl)?
  0.991 eV